This record from the Open Molecules 2025 dataset describes the molecule C5H8O at a distorted geometry. The level of theory is ωB97M-V with the def2-TZVPD basis set.

As for the LUMO energy: -0.5028 eV. As for the multiplicity: 1. As for the HOMO-LUMO gap: 0.279 Ha. As for the net charge: 0. For the total energy, the calculation gives -7357.144 eV.

Each line ends with the Löwdin charge.
Geometry (Å):
C 2.806 0.014 -0.644  0.0041
C 1.643 -0.086 0.044  -0.2512
C 0.308 0.233 0.176  0.0592
C -0.886 -0.446 -0.380  -0.1964
C -2.149 -0.091 0.438  -0.3017
O -2.184 1.278 0.728  -0.0908
H 2.093 -0.089 1.047  0.1245
H 3.688 -0.423 -0.178  0.0515
H 2.969 0.639 -1.513  0.0535
H -0.992 0.039 -1.371  0.1452
H -0.812 -1.527 -0.569  0.1182
H -3.057 -0.333 -0.126  0.1152
H -2.159 -0.702 1.357  0.1132
H -1.269 1.493 0.991  0.0554

---

This record from the Open Molecules 2025 dataset describes the molecule C5H8O. The level of theory is ωB97M-V with the def2-TZVPD basis set.

As for the LUMO energy: 1.1303 eV. As for the multiplicity: 1. The SMILES is C[C@]12CC[C@H]1O2. As for the HOMO-LUMO gap: 0.389 Ha. As for the net charge: 0. For the total energy, the calculation gives -7359.870 eV.

Each line ends with the Löwdin charge.
Geometry (Å):
C 1.788 0.449 -0.477  -0.0033
C 0.331 0.167 -0.324  -0.4594
C -0.176 -0.295 1.035  -0.1087
C -1.596 -0.400 0.445  -0.0967
C -0.950 -0.242 -0.946  -0.1817
O -0.548 1.125 -0.923  -0.0022
H 2.401 -0.381 -0.118  0.0830
H 1.937 1.287 0.217  0.0946
H 2.109 0.773 -1.466  0.0833
H 0.241 -1.301 1.175  0.1213
H 0.040 0.311 1.920  0.1120
H -2.170 -1.288 0.705  0.1027
H -2.177 0.505 0.643  0.1133
H -1.230 -0.710 -1.887  0.1417

---

This record from the Open Molecules 2025 dataset describes the molecule C5H8O. The level of theory is ωB97M-V with the def2-TZVPD basis set.

As for the LUMO energy: 1.0831 eV. As for the multiplicity: 1. The SMILES is CC(=O)C1CC1. As for the HOMO-LUMO gap: 0.395 Ha. As for the net charge: 0. For the total energy, the calculation gives -7361.426 eV.

Each line ends with the Löwdin charge.
Geometry (Å):
C -0.614 -1.834 0.932  -0.0130
C -0.441 -0.846 -0.199  -0.4331
O -1.115 -0.903 -1.209  0.0744
C 0.539 0.259 0.028  -0.2303
C 0.853 1.171 -1.126  -0.1103
C -0.035 1.663 -0.038  -0.1001
H 0.350 -2.175 1.323  0.0816
H -1.137 -1.331 1.755  0.0926
H -1.211 -2.683 0.597  0.0828
H 1.308 0.078 0.775  0.1352
H 0.386 0.904 -2.069  0.1054
H 1.860 1.570 -1.192  0.1034
H 0.355 2.389 0.669  0.1014
H -1.098 1.738 -0.245  0.1100